1.
The following is a quantum chemistry calculation of a structure of composition C21H27O2SiTm, from OMol25.

Expectation value of S²: 2.0024
Highest occupied orbital energy (alpha / beta): -7.786 / -7.802 eV
HOMO-LUMO gap (alpha / beta): 0.2825 / 0.2839 Ha
ΔE to the lowest compared entry with this formula, charge and spin: 1.440 eV
Multiplicity: 3
Total energy: -63717.8515 eV

Each line ends with the Mulliken charge.
Positions of all 52 atoms, in Å:
C: 0.601 -2.226 1.719  -0.2883
C: -0.665 -2.627 1.167  -0.9247
C: -0.551 -2.597 -0.266  -0.5643
H: -1.520 -2.966 1.750  0.4381
C: 0.774 -2.168 -0.585  -0.2289
C: 1.491 -1.937 0.640  -1.0728
H: 2.562 -1.727 0.750  0.4569
H: 0.881 -2.221 2.779  0.5948
H: -1.317 -2.918 -0.981  0.6302
H: 1.215 -2.239 -1.587  0.4939
C: -0.827 2.333 -0.191  -0.7344
C: -0.498 2.351 1.196  -0.5341
C: 0.874 1.939 1.332  -0.4249
H: -1.154 2.632 2.017  0.4609
C: 1.397 1.702 0.027  -1.1718
C: 0.354 2.012 -0.905  0.2460
H: 0.506 2.174 -1.968  0.4845
H: -1.767 2.635 -0.660  0.4399
H: 1.444 1.898 2.263  0.4767
H: 2.431 1.479 -0.230  0.4442
Tm: -0.318 -0.074 0.622  1.1241
O: -0.598 0.144 -1.902  0.0634
C: -1.634 -0.452 -2.691  -0.5894
C: -0.278 -0.629 -3.300  -0.0102
H: -2.091 -1.325 -2.206  0.1751
H: -2.277 0.229 -3.281  0.3020
H: 0.227 -1.585 -3.142  0.2407
H: 1.044 -1.719 -5.288  0.3306
C: 0.695 -0.724 -5.547  -0.5553
C: 0.064 0.058 -4.539  0.6766
C: -0.393 1.360 -4.855  -0.2365
H: -0.818 1.957 -4.055  0.3598
C: -0.288 1.809 -6.165  -0.8175
H: -0.682 2.794 -6.426  0.3597
C: 0.351 1.041 -7.142  -0.3962
H: 0.481 1.433 -8.163  0.3408
C: 0.856 -0.231 -6.828  -0.5345
H: 1.396 -0.821 -7.572  0.3747
C: 1.532 -0.518 5.328  -1.1906
Si: -0.166 -0.057 4.475  0.5594
C: -1.400 -1.200 5.405  -1.1860
C: -0.517 1.535 5.513  -1.2502
O: -0.291 -0.004 2.846  -0.3393
H: 1.400 -0.529 6.427  0.3182
H: 2.305 0.234 5.110  0.3303
H: 1.914 -1.514 5.036  0.3698
H: -1.293 -1.071 6.493  0.3200
H: -2.436 -0.936 5.155  0.3212
H: -1.247 -2.270 5.198  0.3282
H: 0.160 2.356 5.248  0.3174
H: -1.561 1.863 5.394  0.3306
H: -0.364 1.317 6.585  0.3414

2.
The following is a quantum chemistry calculation of a structure of composition C10H19FeO9, from OMol25.

Highest occupied orbital energy: -2.901 eV
HOMO-LUMO gap: 0.1597 Ha
Total energy: -63489.6910 eV
Charge: -1

Each line ends with the Mulliken charge.
Positions of all 39 atoms, in Å:
Fe: 20.529 13.585 -18.085  1.3143
C: 21.661 17.660 -17.064  -0.9593
C: 20.399 16.801 -17.039  -0.5388
O: 20.691 15.450 -17.108  -0.5870
H: 21.344 18.697 -17.178  0.3758
H: 22.330 17.375 -17.876  0.1478
H: 22.204 17.531 -16.128  0.2421
H: 19.718 17.129 -17.825  0.2638
H: 19.912 16.997 -16.084  0.2813
C: 18.726 9.098 -15.667  -0.4903
C: 19.893 8.876 -14.774  0.4378
C: 20.805 10.124 -14.431  0.1473
O: 21.804 9.999 -13.763  -0.6853
C: 20.447 11.355 -15.171  -0.5481
C: 19.304 11.436 -15.905  0.1380
C: 18.409 10.272 -16.202  0.2026
O: 17.326 10.246 -16.909  -0.8472
O: 19.186 12.600 -16.465  -0.9087
O: 20.258 7.769 -14.299  -0.7220
H: 18.093 8.237 -15.817  0.3829
H: 21.105 12.173 -14.918  0.9939
C: 23.736 13.940 -20.654  -1.1627
C: 22.830 14.922 -19.881  -0.0704
O: 21.519 14.292 -19.861  -0.2547
H: 23.208 13.420 -21.454  0.3031
H: 24.141 13.199 -19.964  0.2619
H: 24.693 14.276 -21.053  0.3755
H: 22.739 15.843 -20.456  0.2850
H: 23.148 15.183 -18.871  0.1548
H: 21.219 14.176 -20.765  0.2226
O: 20.704 11.747 -19.044  -0.4043
H: 20.129 11.153 -19.529  0.2376
H: 21.557 11.313 -19.051  0.2520
O: 22.364 13.000 -16.993  -0.4243
H: 22.991 13.702 -16.819  0.2377
H: 22.557 12.336 -16.332  0.2678
O: 18.734 13.923 -19.184  -0.4198
H: 18.041 14.375 -18.701  0.2623
H: 18.354 13.753 -20.046  0.2349

3.
The following is a quantum chemistry calculation of an isolated molecule of C5H6N2O, from OMol25.

Highest occupied orbital energy: -7.325 eV
HOMO-LUMO gap: 0.2885 Ha
ΔE to the lowest compared entry with this formula, charge and spin: 3.518 eV
Total energy: -10306.0851 eV

Each line ends with the Mulliken charge.
Positions of all 14 atoms, in Å:
C: 2.180 0.467 -0.812  -0.9998
C: 0.718 0.579 -0.747  0.3805
N: -0.236 1.202 -1.288  -0.5916
C: -0.667 -0.107 -0.742  -0.1717
C: -1.104 -0.317 0.647  0.2456
N: -2.428 -0.642 0.960  -0.4909
C: -0.103 -0.026 1.480  0.4141
O: 0.696 -0.009 2.348  -0.4668
H: 2.452 -0.416 -1.393  0.2706
H: 2.608 1.350 -1.287  0.3347
H: 2.580 0.343 0.195  0.2859
H: -0.997 -0.836 -1.480  0.3975
H: -3.097 -0.684 0.201  0.1981
H: -2.602 -0.902 1.920  0.1938

4.
The following is a quantum chemistry calculation of an isolated molecule of C8H8N4, from OMol25.

Highest occupied orbital energy: -6.754 eV
HOMO-LUMO gap: 0.2755 Ha
ΔE to the lowest compared entry with this formula, charge and spin: 4.176 eV
Total energy: -14382.2616 eV

Each line ends with the Mulliken charge.
Positions of all 20 atoms, in Å:
C: 3.837 0.328 0.183  -1.0355
C: 2.361 -0.037 0.004  0.5695
N: 1.827 -1.188 0.374  -0.7410
C: 0.520 -1.015 0.047  1.0320
C: -0.665 -1.673 0.369  -1.0799
C: -1.758 -0.776 0.234  0.5951
C: -3.228 -0.716 0.219  -0.7410
C: -3.598 0.489 -0.228  -0.1545
N: -2.467 1.277 -0.341  -0.3131
N: -1.348 0.513 0.013  0.0686
C: 0.287 0.255 -0.534  -0.3835
N: 1.497 0.879 -0.535  -0.0433
H: 4.497 -0.142 -0.556  0.2528
H: 3.938 1.357 0.131  0.3640
H: 4.193 -0.042 1.211  0.2598
H: -0.782 -2.699 0.837  0.2932
H: -3.865 -1.593 0.354  0.3274
H: -4.632 0.838 -0.522  0.3601
H: -2.467 2.223 -0.346  0.1850
H: 1.854 1.722 -0.914  0.1845

5.
The following is a quantum chemistry calculation of a cluster of 11 separate species, C5H30NO12 in total, from OMol25.

Highest occupied orbital energy: -6.828 eV
HOMO-LUMO gap: 0.3422 Ha
ΔE to the lowest compared entry with this formula, charge and spin: 3.784 eV
Total energy: -31733.4157 eV
Charge: -1

Each line ends with the Mulliken charge.
Positions of all 48 atoms, in Å:
C: -2.267 -0.798 -2.152  -0.3168
N: -1.277 -0.882 -1.233  0.3202
C: -1.702 -0.434 0.139  0.1563
C: -2.627 -1.477 0.772  -1.5508
C: -0.079 -1.667 -1.541  -0.5871
C: 0.475 -2.481 -0.329  -0.9489
O: 0.921 -1.672 0.685  -0.4493
O: -3.403 -0.400 -1.932  -0.5695
H: -1.927 -0.976 -3.189  0.3917
H: -2.265 0.474 -0.060  0.2492
H: -0.783 -0.233 0.672  0.0772
H: -3.376 -1.016 1.447  0.3931
H: -2.387 -2.288 1.448  0.3130
H: -3.235 -1.972 0.004  0.4336
H: -0.002 -2.376 -2.368  0.5270
H: 0.732 -0.947 -1.745  0.2260
H: 1.173 -3.243 -0.711  0.3962
H: -0.382 -3.064 0.084  0.4294
H: 0.282 4.258 0.276  0.2975
H: -0.859 4.224 1.170  0.3239
O: 0.045 4.567 1.168  -0.6186
H: 0.233 1.777 -3.326  0.3181
H: 1.504 1.601 -3.180  0.2845
O: 0.876 1.237 -3.844  -0.6325
H: -3.714 1.933 1.862  0.3329
H: -3.780 2.643 0.537  0.2976
O: -3.736 2.819 1.493  -0.6219
H: 3.660 0.435 -0.574  0.4198
H: 4.118 1.080 -1.874  0.2596
O: 3.802 1.355 -1.013  -0.7203
H: 2.933 3.793 1.974  0.2970
H: 3.217 2.979 0.643  0.3731
O: 3.559 3.616 1.275  -0.6807
H: -4.829 -0.526 0.395  0.3408
H: -4.780 0.850 -0.370  0.3136
O: -4.988 0.417 0.458  -0.6409
H: 3.292 -1.037 1.646  0.4745
H: 2.138 -1.087 2.721  0.3051
O: 3.092 -1.125 2.622  -0.7085
H: 1.668 -3.291 1.948  0.4232
H: 0.229 -3.543 1.815  0.3848
O: 1.022 -3.984 2.131  -0.7012
H: 3.674 -1.699 -0.497  0.0848
H: 1.834 -1.203 0.427  0.2050
O: 3.213 -1.003 -0.024  -0.9054
H: 1.336 0.920 0.535  0.2938
H: 2.126 1.715 -0.403  0.2918
O: 1.243 1.728 0.018  -0.5820

6.
The following is a quantum chemistry calculation of a cluster of 2 separate species, C2H2ClN2O2 in total, from OMol25.

Highest occupied orbital energy (alpha / beta): -4.305 / -4.311 eV
HOMO-LUMO gap (alpha / beta): 0.2825 / 0.2827 Ha
ΔE to the lowest compared entry with this formula, charge and spin: 2.390 eV
Total energy: -21701.7908 eV
Charge: -1

Each line ends with the Mulliken charge.
Positions of all 9 atoms, in Å:
C: 2.048 -0.155 0.016  0.5550
C: 0.577 0.043 0.223  -0.2687
N: -3.019 -0.194 -0.428  -0.1261
N: -2.545 -1.270 -0.627  -0.1983
O: 2.627 -0.689 0.951  -0.6643
O: 2.637 0.427 -0.943  -0.7294
Cl: -0.330 1.374 -0.123  -0.2372
H: 0.269 -0.217 1.171  0.3766
H: -2.265 0.681 -0.240  0.2924

Question: The highest total energy belongs to which entry?
Answer: C5H6N2O

Question: Which formula does entry 4 have?
Answer: C8H8N4

Repeat the sixth record exactly.
The following is a quantum chemistry calculation of a cluster of 2 separate species, C2H2ClN2O2 in total, from OMol25.

Highest occupied orbital energy (alpha / beta): -4.305 / -4.311 eV
HOMO-LUMO gap (alpha / beta): 0.2825 / 0.2827 Ha
ΔE to the lowest compared entry with this formula, charge and spin: 2.390 eV
Total energy: -21701.7908 eV
Charge: -1

Each line ends with the Mulliken charge.
Positions of all 9 atoms, in Å:
C: 2.048 -0.155 0.016  0.5550
C: 0.577 0.043 0.223  -0.2687
N: -3.019 -0.194 -0.428  -0.1261
N: -2.545 -1.270 -0.627  -0.1983
O: 2.627 -0.689 0.951  -0.6643
O: 2.637 0.427 -0.943  -0.7294
Cl: -0.330 1.374 -0.123  -0.2372
H: 0.269 -0.217 1.171  0.3766
H: -2.265 0.681 -0.240  0.2924

Question: What is the total energy in the second record?
Answer: -63489.6910 eV